1.
Molecular formula: C20H20N4O3S
Method: DFT, wB97M-V/def2-TZVPD

Its energy is -1617.05375 Ha. The energy above the lowest of the compared OMol25 structures with the same formula, charge and spin is 48.5 kcal/mol. Its SMILES is COCCCn1c(SCc2cc(=O)[nH]c3ccccc23)nnc1-c1ccco1.

XYZ file:
```
48
C20H20N4O3S | the Open Molecules 2025 dataset | wB97M-V/def2-TZVPD
C 4.60982 1.55984 -0.30979
O 3.63878 0.90489 -1.07916
C 4.14069 -0.19396 -1.80535
C 2.98627 -0.86515 -2.54370
C 2.01951 -1.58494 -1.59750
N 1.38126 -0.67440 -0.68721
C 0.36057 0.17517 -0.99082
S -0.42130 0.19856 -2.53739
C -1.84553 1.25135 -2.08265
C -2.71255 0.57490 -1.06390
C -3.20992 -0.64989 -1.35604
C -4.03808 -1.41250 -0.44689
O -4.50129 -2.51752 -0.66280
N -4.28228 -0.77245 0.75001
C -3.81279 0.46114 1.10503
C -4.13491 0.99167 2.35718
C -3.66694 2.23089 2.72426
C -2.87039 2.96110 1.84645
C -2.54784 2.45144 0.61138
C -3.00652 1.19146 0.20565
N 0.04863 0.92368 0.03482
N 0.86772 0.59124 1.03424
C 1.67676 -0.35368 0.61410
C 2.69781 -0.92349 1.44142
C 3.05065 -0.56398 2.71825
C 4.11942 -1.41035 3.08312
C 4.34194 -2.22091 2.01279
O 3.48853 -1.93619 1.01248
H 5.06733 0.87897 0.41978
H 5.40127 1.98090 -0.94278
H 4.09574 2.35985 0.21830
H 4.89708 0.15032 -2.52921
H 4.62656 -0.90979 -1.12341
H 2.43982 -0.10233 -3.10063
H 3.38764 -1.59357 -3.24827
H 1.23550 -2.07078 -2.18873
H 2.55038 -2.33873 -1.01429
H -2.38494 1.40210 -3.01863
H -1.43066 2.19174 -1.73496
H -2.98695 -1.12763 -2.29921
H -4.85170 -1.28031 1.41694
H -4.75204 0.41280 3.02949
H -3.91511 2.63557 3.69385
H -2.49998 3.93093 2.14025
H -1.91845 3.03358 -0.03946
H 2.58939 0.20829 3.29588
H 4.65020 -1.41578 4.01277
H 5.04657 -3.01032 1.84014
```


2.
Molecular formula: C20H20N4O3S2
Method: DFT, wB97M-V/def2-TZVPD

Its energy is -2015.20365 Ha. The energy above the lowest of the compared OMol25 structures with the same formula, charge and spin is 92.8 kcal/mol. Its SMILES is COc1ccc(CNC(=O)[C@@H](c2cccs2)N(C(=O)c2csnn2)C2CC2)cc1.

XYZ file:
```
49
C20H20N4O3S2 | the Open Molecules 2025 dataset | wB97M-V/def2-TZVPD
C -4.95923 0.02614 -1.80438
O -4.53655 -0.28879 -0.49683
C -3.41176 -1.04363 -0.34000
C -2.62524 -1.53003 -1.37759
C -1.47530 -2.24324 -1.09097
C -1.08470 -2.48613 0.21803
C 0.25489 -3.11499 0.50415
N 1.27871 -2.09482 0.32773
C 1.64878 -1.30303 1.34688
O 1.45322 -1.54209 2.52113
C 2.30930 0.03191 0.92619
C 3.22749 -0.03584 -0.24743
C 3.95343 -1.09041 -0.70761
C 4.77292 -0.75524 -1.80974
C 4.66345 0.54793 -2.16523
S 3.55909 1.39978 -1.16380
N 1.19250 0.96493 0.71947
C 0.36038 0.77762 -0.33172
O 0.60842 0.01120 -1.24694
C -0.93450 1.50595 -0.29433
C -1.82003 1.54679 0.76440
S -3.24054 2.31710 0.24282
N -2.60565 2.53281 -1.27524
N -1.44900 2.06677 -1.40339
C 1.00509 1.96209 1.72615
C 0.73284 3.37986 1.32475
C 2.07029 3.01097 1.88496
C -1.88254 -2.00995 1.25145
C -3.03660 -1.30545 0.97907
H -5.19232 -0.87642 -2.37683
H -4.20812 0.61779 -2.33768
H -5.86291 0.62107 -1.68311
H -2.88422 -1.34347 -2.40710
H -0.86387 -2.59887 -1.90675
H 0.31366 -3.46774 1.53520
H 0.46623 -3.93667 -0.18410
H 1.32197 -1.68662 -0.60150
H 2.85638 0.40180 1.80265
H 3.90919 -2.07350 -0.27495
H 5.41092 -1.45993 -2.31200
H 5.15919 1.07048 -2.95867
H -1.70951 1.15877 1.75397
H 0.54794 1.58183 2.63575
H 0.04983 3.95718 1.92912
H 0.68080 3.60213 0.26998
H 2.32544 3.32761 2.88411
H 2.90442 2.98510 1.20059
H -1.58762 -2.18369 2.27585
H -3.66658 -0.93506 1.77346
```


3.
Molecular formula: C20H20N4O4PtS
Method: DFT, wB97M-V/def2-TZVPD

Its energy is -1811.00428 Ha. The energy above the lowest of the compared OMol25 structures with the same formula, charge and spin is 15.1 kcal/mol. Its net charge is +2.

XYZ file:
```
50
C20H20N4O4PtS | the Open Molecules 2025 dataset | wB97M-V/def2-TZVPD
Pt -0.62207 0.20525 -0.36442
N 1.12223 0.70529 3.28107
C 0.85547 0.73861 2.00714
O -0.24125 0.21809 1.59084
C 1.70222 1.36897 0.96214
C 1.37831 0.64350 -0.34330
H 0.47658 0.27268 3.92991
H 1.97334 1.10342 3.65016
H 2.77106 1.32802 1.18116
H 1.42066 2.42488 0.91913
H 1.82367 -0.35018 -0.39227
H 1.61023 1.20448 -1.24464
C 0.81639 0.05853 -7.62869
C 0.21944 -0.27565 -6.29487
C -0.80642 0.49814 -5.75212
C -1.38200 0.17601 -4.53614
C -0.91146 -0.94184 -3.85658
C 0.10162 -1.74648 -4.37617
C 0.66180 -1.39762 -5.58772
S -1.56928 -1.37496 -2.31499
O -2.49510 -2.43563 -2.34045
O -2.07409 -0.04589 -1.68438
O -0.39552 -1.60547 -1.34845
H 0.61423 1.08890 -7.91354
H 0.38772 -0.59132 -8.39433
H 1.89355 -0.10234 -7.63124
H -1.16766 1.36009 -6.29798
H -2.19320 0.77027 -4.13717
H 0.43656 -2.63154 -3.85018
H 1.45612 -2.00758 -5.99838
N -9.03811 6.26429 -0.83172
C -7.98933 5.80260 -0.76938
C -6.67496 5.22303 -0.69027
C -6.51626 3.85240 -0.88115
C -5.25293 3.29081 -0.81654
C -4.17132 4.11609 -0.55444
C -4.30828 5.47975 -0.35805
C -5.57384 6.03557 -0.43019
N -2.84743 3.53873 -0.53571
C -1.74554 4.00535 -1.22016
C -0.74576 3.12149 -0.99819
N -1.22301 2.12808 -0.15080
C -2.51180 2.40614 0.07235
H -7.37758 3.23581 -1.09646
H -5.11767 2.23023 -0.98542
H -3.45124 6.09857 -0.12692
H -5.71347 7.09667 -0.27860
H -1.77690 4.91561 -1.79335
H 0.27224 3.15582 -1.34414
H -3.17536 1.84402 0.70954
```


4.
Molecular formula: C20H20N6O3
Method: DFT, wB97M-V/def2-TZVPD

Its energy is -1328.36144 Ha. The energy above the lowest of the compared OMol25 structures with the same formula, charge and spin is 54.0 kcal/mol. Its SMILES is COc1ccccc1NC(=O)C1=C(C)Nc2nnnn2[C@@H]1c1ccccc1OC.

XYZ file:
```
49
C20H20N6O3 | the Open Molecules 2025 dataset | wB97M-V/def2-TZVPD
C -4.60729 -2.80971 -0.85909
O -3.55285 -1.93744 -0.53274
C -3.85086 -0.61389 -0.30391
C -5.12218 -0.06941 -0.33855
C -5.30691 1.28250 -0.08387
C -4.22685 2.09190 0.20521
C -2.94772 1.56049 0.24100
C -2.74764 0.21286 -0.01184
N -1.49323 -0.40282 0.00230
C -0.27886 0.12695 0.32421
O -0.08707 1.28379 0.62871
C 0.82160 -0.88256 0.23232
C 0.82854 -2.02233 0.94088
C -0.23075 -2.44780 1.90998
N 1.88295 -2.92381 0.83271
C 2.83391 -2.71711 -0.11030
N 3.81110 -3.49534 -0.52091
N 4.42358 -2.80516 -1.48324
N 3.88787 -1.67850 -1.67771
N 2.86097 -1.56807 -0.82469
C 1.98570 -0.43953 -0.63986
C 2.71606 0.71503 0.01377
C 3.46871 0.50932 1.15593
C 4.11823 1.56193 1.77625
C 3.99685 2.83380 1.25079
C 3.24093 3.05890 0.11328
C 2.59482 2.00445 -0.52139
O 1.84447 2.12565 -1.64861
C 1.58534 3.41518 -2.14745
H -5.33586 -2.87992 -0.04545
H -4.14637 -3.78425 -1.01433
H -5.11442 -2.50000 -1.77778
H -5.97918 -0.68511 -0.56069
H -6.30490 1.69234 -0.11411
H -4.37251 3.14225 0.40380
H -2.09670 2.18068 0.46576
H -1.52867 -1.37825 -0.26057
H 0.23778 -2.81469 2.82232
H -0.88300 -1.61955 2.16679
H -0.83265 -3.25576 1.49234
H 1.86342 -3.80625 1.31543
H 1.62700 -0.10847 -1.62208
H 3.54849 -0.48760 1.56679
H 4.70653 1.38882 2.66403
H 4.49191 3.66639 1.72830
H 3.16051 4.06302 -0.27143
H 1.08329 4.03528 -1.39914
H 2.50276 3.90979 -2.48292
H 0.92314 3.27204 -3.00022
```


5.
Molecular formula: C20H20NO12P2Zr
Method: DFT, wB97M-V/def2-TZVPD

Its energy is -2462.16418 Ha. The energy above the lowest of the compared OMol25 structures with the same formula, charge and spin is 30.4 kcal/mol. Its net charge is -1.

XYZ file:
```
56
C20H20NO12P2Zr | the Open Molecules 2025 dataset | wB97M-V/def2-TZVPD
Zr -0.10417 -0.35663 0.29817
O -3.91608 -1.69624 0.88307
C -2.87547 -1.28024 1.34332
O -2.15908 -0.32020 0.81607
C -2.32759 -1.85472 2.65347
C -1.44441 -0.83622 3.39325
C -1.17881 -1.30220 4.82845
C -0.15131 -2.43862 4.60013
C -0.03845 -2.43884 3.07430
O -0.16859 -1.04118 2.76031
C -1.32039 -3.03471 2.44733
C -1.00096 -3.39295 0.99829
O -1.09376 -4.53390 0.59944
O -0.54390 -2.39091 0.30611
H -3.18092 -2.18340 3.24372
H -1.73678 0.20281 3.27684
H -2.09240 -1.63802 5.31875
H -0.74877 -0.49336 5.41734
H -0.48332 -3.40407 4.98014
H 0.81008 -2.19894 5.05181
H 0.89387 -2.81010 2.65804
H -1.64861 -3.93646 2.95847
O 3.24984 -0.60848 -1.33651
P 3.04528 -0.15536 0.18486
O 4.31599 0.00829 0.88912
O 1.90887 -1.02384 0.72901
O 2.22785 1.25599 -0.03508
P 1.65346 2.14501 1.20325
O 1.11444 3.43579 0.39626
O 2.64454 2.49277 2.21835
O 0.36458 1.39707 1.53940
H 4.14447 -0.39218 -1.62067
H 1.79775 4.11018 0.32487
N -1.13920 1.62040 -0.63644
C -0.84091 2.39041 -1.82765
C -1.38182 3.67150 -1.87986
C -1.01283 4.57770 -2.85324
C -0.04893 4.19018 -3.77236
C 0.45622 2.90484 -3.74248
C 0.04405 1.93773 -2.81176
C 0.45020 0.50995 -2.96571
C 1.02072 0.13757 -4.19128
C 1.35119 -1.17353 -4.48865
C 1.04053 -2.17042 -3.58078
C 0.43039 -1.80581 -2.39301
C 0.17835 -0.48391 -2.00130
H -2.13223 1.44469 -0.50527
H -0.83154 2.23669 0.12101
H -2.07929 3.96054 -1.10146
H -1.43803 5.57254 -2.87235
H 0.31046 4.88709 -4.51935
H 1.20926 2.65463 -4.47420
H 1.20465 0.86747 -4.96675
H 1.81804 -1.40328 -5.43944
H 1.24843 -3.21169 -3.79394
H 0.18504 -2.60148 -1.70340
```


6.
Molecular formula: C20H20O5
Method: DFT, wB97M-V/def2-TZVPD

Its energy is -1150.21473 Ha. The energy above the lowest of the compared OMol25 structures with the same formula, charge and spin is 87.4 kcal/mol. Its SMILES is COC(=O)[C@]1(C)CCCc2c1ccc1c2C(=O)C(=O)C2=C1OC[C@@H]2C.

XYZ file:
```
45
C20H20O5 | the Open Molecules 2025 dataset | wB97M-V/def2-TZVPD
C 4.56521 -0.47042 3.48124
O 3.45765 -1.26803 3.20858
C 3.07567 -1.27177 1.89857
O 3.76496 -0.72636 1.05210
C 1.73182 -1.77367 1.44614
C 0.85890 -2.14756 2.71462
C 2.02023 -2.91486 0.42449
C 0.73485 -3.57969 -0.00344
C -0.13404 -2.63146 -0.84743
C -0.03787 -1.21418 -0.43718
C 0.75495 -0.81683 0.69631
C 1.02253 0.51001 1.02191
C 0.30254 1.52048 0.35824
C -0.60018 1.13288 -0.71117
C -0.78630 -0.20137 -1.11652
C -1.75614 -0.52237 -2.19911
O -2.10551 -1.69639 -2.47747
C -2.38928 0.59261 -2.91054
O -2.84026 0.48985 -3.97500
C -2.26296 1.95459 -2.33696
C -1.35504 2.17311 -1.31386
O -1.18573 3.50432 -0.91398
C -2.05242 4.22415 -1.83428
C -3.03051 3.30958 -2.39862
C -4.39132 3.27320 -1.55464
H 4.50158 -0.11660 4.54357
H 5.56630 -0.86689 3.34777
H 4.51754 0.44866 2.87893
H 1.41706 -2.88598 3.24017
H 0.81936 -1.30172 3.43652
H -0.19489 -2.55830 2.35428
H 2.68856 -3.65990 0.93828
H 2.72007 -2.51111 -0.43803
H 0.90492 -4.41874 -0.68221
H 0.26830 -3.99779 0.89811
H 0.12413 -2.77854 -1.93210
H -1.16188 -2.98206 -0.73153
H 1.60598 0.78493 1.93103
H 0.44350 2.58830 0.63923
H -2.62979 5.08866 -1.41421
H -1.43830 4.45848 -2.71937
H -3.27379 3.37109 -3.44778
H -5.16998 3.89260 -1.88439
H -4.34543 3.76624 -0.56533
H -4.72498 2.22887 -1.66497
```